Density functional theory data (ωB97M-V/def2-TZVPD) for a structure of composition C26H36BCuN6O4S5.

XYZ file:
```
79
Properties=species:S:1:pos:R:3:mulliken_charge:R:1
Cu 0.6200 -2.9210 0.7844 0.18
C -0.2227 1.0678 1.4900 -0.58
N 1.1118 0.9214 1.9367 0.44
C 1.9762 1.9662 1.8572 -0.07
C 3.1886 1.4640 2.1494 -0.74
N 3.0836 0.1208 2.3764 0.16
B 4.3359 -0.8033 2.7251 0.48
N 4.1445 -2.0783 1.8844 -0.04
C 4.0767 -3.3188 2.4352 -0.66
C 3.6758 -4.2104 1.4749 -0.32
N 3.5756 -3.4594 0.2716 0.48
C 3.4171 -4.0403 -1.0557 -0.95
C 3.8732 -2.1518 0.5422 -0.47
S 3.6918 -0.8757 -0.6065 -0.31
C 1.7987 -0.2204 2.2506 0.04
S 1.0528 -1.7414 2.5990 -0.39
H -0.6956 0.1539 1.4740 0.02
H -0.2117 1.4335 0.4658 0.20
H -0.7211 1.8067 2.1028 0.32
H 1.6207 3.0166 1.6347 0.16
H 4.1529 1.9771 2.0724 0.36
H 5.3433 -0.2290 2.4165 -0.22
H 4.3750 -1.1362 3.8868 -0.23
H 4.2988 -3.4711 3.4794 0.43
H 3.5737 -5.2933 1.4691 0.43
H 2.9392 -5.0164 -1.0568 0.19
H 4.3830 -4.2537 -1.5867 0.28
H 2.9123 -3.4561 -1.7262 0.41
C 4.5622 2.8340 -1.8014 -1.06
C 3.7692 4.0046 -2.3036 -1.08
N 2.3106 3.8933 -2.0867 0.67
C 1.6747 5.1965 -1.8601 -0.67
C 1.8177 5.6266 -0.4233 -0.98
C 1.5970 3.1225 -3.0787 0.71
C 0.1269 2.8991 -2.8170 -1.32
N 2.0855 2.4995 -4.0449 -0.79
H 5.6148 2.9702 -2.0414 0.41
H 4.2367 1.9036 -2.2152 0.23
H 4.4929 2.7477 -0.7362 0.18
H 3.9364 4.1972 -3.4146 0.46
H 4.0453 4.9679 -1.8434 0.53
H 0.6343 5.0823 -2.1594 0.45
H 2.1167 6.0119 -2.5487 0.27
H 1.2668 4.9139 0.2260 0.05
H 1.2882 6.5533 -0.3079 0.47
H 2.8844 5.7057 -0.2080 0.31
H -0.4802 3.7296 -3.2868 0.27
H -0.0549 2.9270 -1.7269 0.29
H -0.1601 1.9652 -3.2915 0.39
H 3.0840 2.5513 -4.1552 0.28
O -0.1297 -3.5501 -0.9773 -0.63
S -0.4406 -5.0016 -0.6686 1.18
O 0.0374 -5.0894 0.7496 -0.74
O -1.8645 -5.2310 -0.8216 -0.69
S 0.6424 -6.2434 -1.8739 -0.68
O -5.6317 1.9205 -0.3260 -0.73
S -4.4638 1.0076 -0.1617 0.45
C -4.9118 0.0906 1.3340 0.56
C -4.1115 -0.9349 1.8724 -0.60
C -4.5996 -1.5593 2.9991 -0.79
C -5.8236 -1.2251 3.4942 -0.32
C -6.5954 -0.1725 3.0254 -0.51
C -6.0980 0.4930 1.8925 -0.42
C -4.7164 -0.5018 -1.1818 0.42
C -3.6030 -1.3612 -1.2992 -0.67
C -3.8554 -2.7393 -1.6067 -0.58
C -5.2034 -3.0831 -1.7001 -0.32
C -6.2760 -2.2123 -1.6688 -0.49
C -6.0321 -0.9006 -1.3998 -0.40
H -3.1370 -1.1969 1.4668 0.53
H -4.0052 -2.3101 3.5057 0.46
H -6.1924 -1.7020 4.3945 0.31
H -7.5172 0.1650 3.5998 0.28
H -6.5682 1.3147 1.3910 0.55
H -2.5926 -1.0737 -1.0980 0.70
H -3.0915 -3.5071 -1.5711 0.38
H -5.4038 -4.1699 -1.8898 0.29
H -7.2568 -2.6436 -1.7640 0.39
H -6.7779 -0.1368 -1.3387 0.45
```

## Properties
* charge: -2
* energy above the lowest of the compared OMol25 structures with the same formula, charge and spin: 1.12 kcal/mol
* E: -144172.0319 eV
* E_HOMO: -1.66 eV
* lowest unoccupied orbital energy: 0.1376 Ha
* frontier orbital gap: 5.41 eV